The following is a quantum chemistry calculation of a structure of composition C4H6BaMgO5 at a distorted geometry, from the Open Molecules 2025 dataset.

Summary:
* electronic energy: -20615.7829 eV
* E_HOMO (spin up / spin down): -8.07 / -12.42 eV
* relative energy (zero: lowest compared OMol25 entry of this formula, charge and spin): 13.7 kcal/mol

```
! wB97M-V def2-TZVPD RIJCOSX def2/J DEFGRID3
* xyz 1 2
H 1.698 1.092 2.412
C 1.423 -0.941 -0.450
H 0.049 1.044 3.158
Ba -4.296 1.685 -3.176
O 0.205 2.172 1.455
O -2.664 -0.650 -3.142
O -1.802 0.540 -1.542
H 2.271 -0.709 1.498
Mg -0.312 1.251 -0.153
C 0.610 1.135 2.211
H 1.701 -1.919 -0.879
C 1.296 -0.970 1.053
C -1.853 -0.529 -2.231
H 1.056 -2.003 1.354
H -0.881 -1.260 -2.042
O 1.229 0.168 -0.986
O 0.269 -0.104 1.462
*
```